Formula: C32H24B2N6O22
Source: OMol25
Level of theory: ωB97M-V with the def2-TZVPD basis set

Summary:
Gap between HOMO and LUMO in Eh: 0.2742
Total charge: -2

Last column: Löwdin charge in e.
Cartesian coordinates (Å):
O -11.3460 -13.5514 27.5353  0.238
C -16.6456 -7.9262 24.4885  -0.063
C -18.4823 -12.7873 34.6241  -0.085
O -12.6053 -4.5130 24.4644  0.054
N -11.8804 -4.7400 25.4170  -0.358
N -20.6784 -17.9369 28.9609  -0.357
O -14.2615 -13.2011 25.7667  0.157
O -10.2953 -9.7117 29.7257  0.118
H -16.7906 -7.3043 23.6015  0.083
C -18.9563 -15.7030 31.4667  -0.051
H -16.6183 -8.2317 27.4630  0.089
O -15.5323 -10.5660 25.5016  0.117
O -14.9445 -10.8877 31.9641  0.162
O -14.6882 -11.2026 29.7560  0.229
H -10.6145 -5.5358 27.6157  0.115
C -12.0383 -8.5525 27.1724  -0.032
O -15.8789 -10.8578 27.6859  0.218
C -15.3021 -11.3123 30.9223  -0.396
H -22.2058 -15.8116 29.3957  0.115
C -21.0996 -14.7849 30.8929  -0.062
C -19.2268 -16.7788 30.6276  -0.018
O -19.9230 -18.8908 28.9566  0.074
H -19.0126 -5.4346 29.6088  0.099
H -16.9130 -7.3559 25.3763  0.061
O -16.6443 -12.4403 29.4059  0.210
H -21.9269 -14.1159 31.0921  0.106
H -17.4306 -5.4054 31.3968  0.114
H -12.1628 -9.4691 27.7387  0.109
C -16.5697 -12.1864 30.7015  -0.373
H -13.3128 -6.8100 24.5814  0.110
C -18.1318 -6.0620 29.5644  -0.083
C -17.1056 -12.3449 34.8442  -0.287
H -18.5014 -17.5843 30.6646  0.123
H -18.6230 -6.8432 27.5897  0.102
C -17.2160 -6.0931 30.5887  -0.023
C -17.6800 -8.9446 24.2505  -0.297
H -15.6640 -8.3646 24.6031  0.050
C -19.9104 -14.7055 31.6098  -0.057
C -10.6245 -10.8439 29.5145  -0.410
O -10.8419 -15.2392 26.1233  0.154
H -18.0979 -16.1993 27.6677  0.071
H -10.5476 -7.8035 28.5546  0.095
B -10.7427 -13.0075 28.7398  -0.872
C -12.8265 -8.2795 26.0684  -0.042
C -17.9340 -6.8566 28.4259  -0.073
H -19.6949 -13.9144 32.3143  0.080
C -11.1609 -7.6063 27.6870  -0.038
B -15.4744 -11.8326 28.7096  -0.893
C -15.4158 -11.2143 26.5009  -0.371
O -14.5884 -8.0875 31.8253  0.122
O -11.6431 -12.9080 29.8972  0.233
C -11.0951 -6.3535 27.0972  -0.004
H -17.9903 -15.6408 31.9454  0.115
C -21.3176 -15.8236 30.0100  -0.012
O -8.6487 -15.6526 28.0451  0.131
O -17.3883 -12.4589 31.5296  0.121
N -16.8585 -14.7844 25.2706  0.154
C -14.7586 -12.6017 26.6667  -0.407
C -17.2764 -14.9480 26.3260  -0.269
H -18.9811 -12.0847 33.9649  0.077
O -15.2320 -6.1205 32.4498  0.051
H -15.0352 -8.3138 29.3052  0.130
H -16.9435 -15.0462 28.4418  0.080
O -12.1499 -11.2864 31.3761  0.162
C -15.9819 -7.8135 29.4695  0.025
O -11.1635 -3.9041 25.9342  0.057
C -16.1885 -7.0273 30.5774  -0.141
H -18.4512 -13.8043 34.2359  0.065
C -11.8582 -6.0957 25.9723  -0.164
C -17.7276 -15.1714 27.7031  -0.059
O -21.6505 -17.8241 28.2413  0.069
O -14.7629 -12.9008 27.9605  0.223
N -15.2630 -7.0922 31.7073  -0.347
O -10.2618 -11.6007 28.5040  0.218
H -13.5512 -9.0029 25.7178  0.092
C -11.5778 -11.6763 30.4009  -0.378
H -18.5335 -14.4678 27.9057  0.085
H -18.9693 -12.8698 35.5970  0.075
N -18.5179 -9.6769 23.9650  0.123
N -16.0213 -12.0487 35.0647  0.148
C -20.3932 -16.8613 29.9056  -0.164
C -16.8287 -7.6778 28.3651  -0.054
C -12.6854 -7.0582 25.4268  -0.010
O -9.5649 -13.8567 29.0339  0.227
C -9.4692 -14.7892 28.1070  -0.406
C -10.6248 -14.5756 27.0876  -0.380

=====

Formula: C72H216N36O12P12
Source: OMol25
Level of theory: ωB97M-V with the def2-TZVPD basis set

Summary:
Gap between HOMO and LUMO in Eh: 0.2994
Structure (SMILES): CN(C)P(=O)(N(C)C)N(C)C.CN(C)P(=O)(N(C)C)N(C)C.CN(C)P(=O)(N(C)C)N(C)C.CN(C)P(=O)(N(C)C)N(C)C.CN(C)P(=O)(N(C)C)N(C)C.CN(C)P(=O)(N(C)C)N(C)C.CN(C)P(=O)(N(C)C)N(C)C.CN(C)P(=O)(N(C)C)N(C)C.CN(C)P(=O)(N(C)C)N(C)C.CN(C)P(=O)(N(C)C)N(C)C.CN(C)P(=O)(N(C)C)N(C)C.CN(C)P(=O)(N(C)C)N(C)C
Energy above the lowest of the compared OMol25 structures with the same formula, charge and spin in kJ/mol: 389.4

Last column: Löwdin charge in e.
Cartesian coordinates (Å):
H 0.4243 -2.6996 2.4455  0.074
C 7.5972 -4.6485 -1.3035  -0.141
P -4.5695 1.3694 -4.5723  0.512
H -8.0501 -2.3357 0.6853  0.060
C 3.3785 5.3015 -2.1242  -0.108
C -1.4808 3.8842 3.8394  -0.056
C 2.3922 -3.4965 -6.9855  -0.121
H -4.0280 0.2152 3.6280  0.075
O 0.4491 4.5066 -2.8685  -0.283
H 8.6481 -4.6648 -1.5347  0.088
C -7.1510 1.8958 -3.4524  -0.112
N 3.2436 3.1104 5.2695  -0.297
H -7.0273 -2.0577 1.9658  0.046
H -2.3292 -5.2994 7.5213  0.081
H 2.7693 0.0851 1.1380  0.084
N -7.2457 2.2416 1.1952  -0.298
H -4.1491 -1.2167 6.7980  0.078
H 4.2475 3.9782 3.5231  0.104
O 0.6226 -1.9685 0.0237  -0.288
C -2.4759 -4.2525 7.6964  -0.115
O -5.7729 0.3840 -0.0050  -0.303
C 3.4629 -5.5514 -4.1155  -0.080
C 5.6611 0.2768 4.6304  -0.075
H -1.7281 1.2349 7.3079  0.089
H 0.4211 -8.7839 -0.6066  0.082
N 3.4787 1.8166 7.6170  -0.305
H 2.9068 4.1866 6.9952  0.066
C 4.0229 -7.8671 3.1406  -0.131
C -6.5932 0.4750 3.9342  -0.112
C -6.8540 3.1845 0.1833  -0.122
H 6.3121 -3.9683 -4.9224  0.071
N -1.7779 -3.4330 6.7059  -0.273
H 1.0449 0.6306 3.8587  0.080
H 3.7299 -1.1506 -7.8179  0.060
C 1.5758 -2.7522 -2.8880  -0.028
P -1.9154 6.2555 2.6610  0.439
H -2.9927 -0.9106 -0.8219  0.040
H 4.0798 1.9795 -5.4980  0.077
H 3.3822 -5.1493 1.5925  0.082
C 2.7775 -4.9653 2.5153  -0.102
C 0.9171 1.1945 -1.3467  -0.096
H -4.6708 -2.5585 -3.4342  0.082
H 0.9906 -4.8668 4.1511  0.067
O 2.8305 -0.4802 -4.5494  -0.294
H -4.1374 1.4256 -8.0575  0.088
H 7.7076 -0.2830 -4.7342  0.095
P 4.2657 2.0546 6.1009  0.548
C 0.0771 -7.9285 -0.0171  -0.112
H -1.6782 8.1008 5.6393  0.062
H -7.3590 -0.3744 -3.3835  0.054
C 4.1817 1.1136 8.6443  -0.134
H 2.9524 1.6856 0.5428  0.078
H 2.0200 -3.4409 -8.0059  0.082
H -4.4606 -7.7455 -1.1459  0.084
N 5.0959 2.8347 -3.8101  -0.274
H 2.5727 -5.6980 -0.4453  0.042
C -1.9559 -1.0900 -0.7917  -0.110
C 6.7270 3.5216 -1.2289  -0.144
H -4.9791 -2.9043 1.7445  0.059
H 4.3329 5.7767 -2.3125  0.080
N -5.4002 -3.3667 -1.6197  -0.266
C -1.3052 7.3487 5.0031  -0.125
H 6.4340 -2.1938 -3.0692  0.061
H 3.9556 0.0633 8.6640  0.066
H -4.3171 3.0203 -1.4321  0.077
H 5.0610 -7.6054 3.1661  0.071
N -3.7222 -3.7338 0.2104  -0.285
H -6.3639 1.3692 4.4351  0.055
N -4.1451 2.6347 -3.5176  -0.295
H -0.1285 -5.0738 2.7152  0.107
H -4.3835 1.3203 -1.8771  0.065
C 4.3142 2.0063 -2.8498  -0.101
N 4.2982 0.6775 5.1325  -0.286
C 0.4377 -0.7215 -7.4893  -0.107
H -2.8514 0.6456 6.0757  0.085
C 3.9119 -8.6280 0.8337  -0.088
H -5.9341 -1.0855 -4.1672  0.030
H 8.5547 3.1656 -5.7496  0.077
H -0.1465 -0.4739 9.6960  0.064
H 4.7267 -3.2627 -5.2367  0.050
H -2.1827 -3.9514 8.6983  0.069
H -7.7152 0.4095 3.7477  0.093
O -3.7059 0.1840 -4.5420  -0.269
H 8.1023 0.6544 -2.3043  0.075
H 2.9044 6.6896 -6.1111  0.101
H 0.4576 -3.8015 9.6473  0.069
H 1.3969 -1.0913 -7.9000  0.061
P -6.6964 0.6803 1.1671  0.560
H -3.4149 -3.3558 5.3974  0.066
C -4.2726 -2.6077 0.9992  -0.103
C -4.1825 7.0096 1.6828  -0.110
H 1.7660 0.8680 -2.0611  0.101
H 8.2796 -5.8085 -3.8444  0.109
H -1.2745 0.2698 -5.8383  0.059
H 7.4747 -6.8076 -2.5482  0.077
H 0.6393 1.5769 2.4467  0.043
H -2.0819 -2.7271 4.6811  0.064
H 0.9012 2.2799 -1.3977  0.069
C -4.6334 -2.3986 -2.3532  -0.132
H 6.2315 0.3547 -3.8461  0.051
H 1.1314 4.9647 -6.3699  0.082
C 3.3264 -0.3745 5.0235  -0.122
H 2.4222 3.8216 3.5499  0.071
H -0.6346 0.7421 3.2185  0.074
H -6.5716 -3.2264 -3.2698  0.043
H -1.8376 -3.9224 1.1574  0.069
H -0.0220 0.8597 -1.7574  0.059
N 1.1335 0.7315 -0.0018  -0.264
C 2.5312 0.7301 0.2863  -0.130
H -3.4761 -2.0194 1.4727  0.082
N 1.0000 -2.2921 -4.2395  -0.261
H -5.2830 6.8938 1.5670  0.089
C -1.2136 6.8234 -1.8406  -0.058
C 6.9003 0.4704 -4.6993  -0.126
H 2.4935 -2.2720 -2.6399  0.038
H 3.6990 -1.7950 -0.7637  0.061
H 3.4282 4.6536 -1.2049  0.102
H -1.7324 7.7239 -1.9049  0.059
H -9.0631 -0.3770 -0.7408  0.112
H -4.9307 -1.3353 -2.1307  0.095
H -3.6540 -1.7941 8.3914  0.074
C -4.5495 -6.9221 -1.8606  -0.109
H -6.7828 4.1993 0.5830  0.076
N 1.8267 -6.0366 2.7545  -0.317
C 3.1537 4.4321 5.9652  -0.101
C 0.1645 8.4067 -3.0597  -0.100
N -3.9048 -5.6842 -1.4671  -0.317
H 5.7692 -1.1130 -1.7452  0.084
H -1.9372 -6.0538 -2.1192  0.072
H 4.0787 5.0039 5.9077  0.085
H 4.6581 2.0473 -1.8285  0.055
H 2.3239 4.9890 5.5426  0.071
H -1.0861 0.2850 5.9900  0.056
H 1.9415 0.4028 7.4866  0.062
C 0.4277 0.6766 2.9389  -0.097
H -3.6073 -2.5758 -2.0834  0.043
O 0.1637 -1.7204 6.3203  -0.300
H 4.9264 -8.3978 0.6991  0.057
N -0.5127 -2.2574 8.7656  -0.323
H 5.0353 -2.2397 0.2541  0.095
H -8.6939 -1.9577 2.3096  0.101
C 2.2047 7.3149 -1.0665  -0.098
H -0.0068 5.2361 1.0110  0.070
H 8.1605 1.5842 -6.6750  0.105
O -5.8769 -5.2706 0.1244  -0.261
H 5.5467 -0.1333 3.6457  0.062
H -0.9494 -1.6944 -4.2689  0.046
O 7.1985 4.3826 -4.0366  -0.296
N -8.0046 -0.3386 1.1785  -0.300
H -5.5702 -6.6645 -2.1243  0.067
H -3.7199 4.6998 -3.4952  0.081
H -0.3783 -1.3587 -7.8958  0.091
H 0.1008 1.3030 -5.6103  0.093
H 4.3676 -1.0395 -6.2327  0.053
H -8.6944 2.0095 2.7123  0.068
H -1.5250 1.7425 -0.4613  0.047
H 3.5880 -1.1735 5.6701  0.080
H 3.9091 1.5698 9.6223  0.093
H -0.8640 6.6655 -0.8352  0.053
H 6.2715 0.2279 -5.6019  0.090
H -0.0278 6.2751 -6.0798  0.085
H 3.2122 -4.1603 -6.9701  0.044
H -3.9347 7.2356 0.6391  0.081
H -3.1312 -4.8487 1.9423  0.085
H -1.8719 2.8795 3.4286  0.090
C 0.4499 -1.6950 2.9720  -0.091
C 4.4712 2.9382 -5.1358  -0.078
C -9.1795 0.0014 0.3611  -0.094
P 0.3015 -0.6172 0.5645  0.520
H 1.2336 8.4898 -3.3270  0.064
H 1.2759 7.2791 -0.5497  0.058
H -0.4662 -8.2653 0.8645  0.066
H -6.5212 3.1255 -5.6474  0.056
O 1.0105 -8.4651 2.4758  -0.293
H 0.7728 -5.1202 -0.2047  0.087
H 2.9809 7.1021 -0.3090  0.097
C -8.3177 2.7687 2.0468  -0.097
H -2.5224 -5.4892 0.4509  0.065
H -4.9065 -2.0540 0.3060  0.052
H -6.8621 2.8724 -3.1035  0.070
H -9.1058 3.2112 1.4769  0.076
C -0.4193 -2.6070 -4.3865  -0.077
H 3.7157 -3.5035 -0.1422  0.078
H -5.9415 2.8308 -0.3465  0.056
C -1.8171 1.0859 0.3308  -0.129
H -0.5766 -3.3326 -3.5851  0.077
C -2.3563 -3.5252 5.3697  -0.101
P 5.2649 -4.5739 -2.2359  0.473
H -2.1078 4.2874 4.5831  0.046
C 3.3938 3.3510 3.8678  -0.138
C -2.6845 -5.2358 -2.1513  -0.116
H -4.0241 7.3817 5.3766  0.103
N -1.0972 4.8769 2.7876  -0.298
H 2.8290 -4.9082 -4.7373  0.052
H -3.8515 -0.1016 8.1928  0.082
C -0.2388 4.4440 1.7271  -0.082
C 3.9793 -1.7335 -6.9754  -0.121
H 3.3967 2.4248 3.3725  0.043
H 9.1911 2.0369 -2.1072  0.071
H -0.4469 -1.8626 10.7390  0.067
H 3.3313 2.4818 -2.8082  0.063
C -3.7413 1.8952 -7.1597  -0.095
H 4.0595 0.9793 -3.1578  0.050
H -1.6488 -0.9510 -1.8690  0.096
H -1.7312 5.9307 -2.2550  0.080
H -0.5546 -3.0917 -5.3308  0.074
H -3.1796 2.8064 -7.3369  0.081
H 6.2879 1.1199 4.5761  0.049
H 3.6545 -6.4605 -4.6585  0.078
C 0.5634 5.4807 -5.5862  -0.114
H 3.9158 -8.8992 3.6143  0.109
H -0.4190 8.7761 -3.8587  0.068
C 5.5941 -1.9621 -2.4410  -0.133
N 7.3276 1.8275 -4.7698  -0.321
N 4.7136 -4.8008 -3.8082  -0.281
H -7.1825 -0.4219 -5.1005  0.088
H -3.1402 3.9137 1.7737  0.038
H 0.8331 -2.5156 -2.1169  0.055
H -3.0227 1.1825 -6.8109  0.041
C -5.7949 2.9981 -6.4427  -0.074
H -0.1425 4.8115 -5.1261  0.050
H -0.6434 3.6074 1.1849  0.058
H 3.3531 4.6073 -2.9196  0.024
C -7.9312 -1.7443 1.5323  -0.087
O 4.5102 -5.4231 -1.3523  -0.261
H 1.3416 -1.7525 3.6221  0.068
P -1.0127 -2.0081 7.2140  0.540
C -2.7241 -4.5462 0.9588  -0.093
H 1.6393 -4.0098 -6.3770  0.076
H 3.2182 -0.7063 4.0062  0.068
C -3.8809 2.2649 -2.1782  -0.153
H -3.9220 0.4029 1.9239  0.038
H -0.4384 -1.5466 3.6127  0.064
N 1.5818 5.8810 -4.6087  -0.288
H -4.0237 7.8884 2.3082  0.084
H 5.0129 -4.9308 -5.7659  0.088
H 3.0925 0.4082 -0.5356  0.039
C 8.3830 2.0926 -5.6788  -0.123
C 1.4924 -5.9120 -0.4511  -0.097
H -1.6903 -2.1016 -0.5402  0.051
H 1.8075 7.8460 -5.2514  0.086
H -2.2784 -4.3150 -1.6653  0.069
N -0.0647 6.9960 -2.7444  -0.304
H -3.5201 -3.9925 7.7439  0.062
H 2.4225 8.3244 -1.4976  0.090
H 7.2672 -3.7437 -0.8241  0.077
H 1.5292 -2.5305 9.1709  0.077
C -3.3358 3.7801 -3.9866  -0.089
H -4.2824 5.9529 4.3998  0.074
H -4.7195 4.4788 1.6382  0.081
H 2.2818 -4.0529 2.2781  0.051
H -2.1594 -4.4726 4.8916  0.078
H 4.7361 -1.4904 -3.1457  0.109
C 7.3268 -6.0030 -3.2512  -0.087
H -0.4340 0.2886 -4.3686  0.054
H -5.4590 3.8995 -6.8692  0.065
P 1.8697 -1.3669 -5.2388  0.498
H 3.5544 3.5758 -5.0491  0.086
C 0.6232 -5.6036 3.4597  -0.084
H -1.5234 1.5971 1.2376  0.048
C -6.6503 -0.3051 -4.1612  -0.096
H 3.7522 -9.7034 1.0365  0.090
C 0.6870 -3.1151 8.8843  -0.069
H -7.3621 -2.6794 -1.8770  0.054
H 6.0816 3.0735 -0.4672  0.069
C -4.4978 0.7291 2.7770  -0.103
H -6.2159 -0.3082 4.5742  0.071
H -4.0794 -7.2801 -2.8044  0.088
N 3.4031 -7.6603 1.8405  -0.278
P 1.0178 5.8455 -3.0363  0.437
C -0.2662 0.2792 -5.4110  -0.108
N 5.1082 -3.0590 -1.6691  -0.321
H -2.7739 2.2566 -1.9794  0.081
H -6.4255 2.4758 -7.1547  0.081
N -2.3749 6.8530 4.1860  -0.304
H 2.9148 -5.7435 -3.1714  0.058
N 0.5306 -0.7857 -6.0402  -0.293
C -0.7055 -1.3563 9.8558  -0.099
C -1.9364 0.3825 6.6436  -0.150
H -2.2477 3.7612 -3.6954  0.082
H -10.0786 -0.4602 0.7765  0.080
H -7.2424 -4.3866 -2.1229  0.083
C 5.2659 -4.1778 -4.9938  -0.114
H 1.4281 2.0427 6.9407  0.075
H 4.7339 -2.4494 -7.3131  0.092
H 9.2942 1.6182 -5.4001  0.062
H -4.4926 1.8583 2.9564  0.099
C 8.2433 1.6504 -1.8116  -0.087
H 3.3116 7.0250 -4.5458  0.050
H -2.8908 1.1881 0.3269  0.060
C -3.5625 -0.9842 7.6690  -0.086
H 0.7271 4.1910 2.3241  0.099
C 2.4448 6.9297 -5.1089  -0.121
H -1.8248 -1.1174 9.9686  0.106
H -3.5416 4.7271 0.2579  0.094
H -0.0806 8.9791 -2.1726  0.086
H -3.2787 5.9909 5.8940  0.073
H -7.8716 2.0209 -4.2637  0.078
H 0.8315 -3.5917 7.9448  0.068
N -1.2875 -0.2484 0.1993  -0.238
H -3.4704 3.8870 -5.0506  0.053
N 0.6204 -0.5123 2.1309  -0.289
H 5.1863 3.3576 -5.7885  0.061
H 5.2822 1.2859 8.4440  0.098
H 3.3727 -4.7765 3.3852  0.079
C 2.0518 1.4775 7.6423  -0.130
P 1.7635 -7.3512 1.8482  0.442
H 1.4310 -6.1752 -1.5365  0.083
H 2.3447 -0.0359 5.3189  0.045
H 3.6147 -7.2510 3.8700  0.039
H -0.5056 7.9004 4.4521  0.098
H 1.8101 -3.8195 -2.9777  0.060
H 7.5938 3.8714 -0.6144  0.100
N -2.1982 -0.8516 7.2160  -0.315
N -6.0538 1.0199 -3.8879  -0.261
H 8.2062 1.3751 -0.7802  0.072
H -0.6626 -7.3721 -0.6478  0.071
H 6.6150 -6.3761 -3.9386  0.053
C -3.5019 6.4661 4.9415  -0.164
P 6.7169 2.9957 -3.7663  0.503
O -1.1565 7.2503 1.8971  -0.273
N 7.1307 2.5263 -2.1856  -0.297
N 6.8983 -4.7758 -2.5279  -0.294
H -2.8787 -5.0655 -3.2333  0.085
H 3.3943 -8.3764 -0.0758  0.061
H -0.5378 3.6198 4.3214  0.075
C -6.7393 -3.4347 -2.2678  -0.067
N 1.2162 -7.0992 0.3299  -0.293
H 1.6195 1.6804 8.5928  0.062
H -7.6144 1.3790 -2.6102  0.067
N 2.2771 6.2673 -2.0416  -0.275
H 6.0420 -0.5687 5.2792  0.102
H 7.3697 -5.4660 -0.6648  0.074
C -3.6823 4.7006 1.3439  -0.098
H 6.1972 4.3250 -1.6942  0.047
N 2.7222 -2.2047 -6.4158  -0.305
H -7.6738 3.2041 -0.5648  0.085
H -9.3456 1.0782 0.4179  0.055
H 0.3390 0.3215 -7.8795  0.090
H -0.8248 6.5225 5.5803  0.092
N -4.6877 2.0728 -6.0551  -0.299
H -7.9558 3.5552 2.6422  0.066
P -4.8518 -4.5820 -0.6442  0.453
N -5.9201 0.3879 2.6414  -0.301
O 5.6134 2.5698 6.3746  -0.288
H 0.2630 -6.4872 3.9944  0.080
N -3.3646 5.8751 2.0752  -0.308
C 4.3428 -2.6606 -0.5150  -0.091

=====

| no. | F_max (eV Å⁻¹) |
| --- | --- |
| 1 | 1.56 |
| 2 | 3.76 |